14
Properties=species:S:1:pos:R:3 method="wB97M-V/def2-TZVPD" e_lumo_ev=3.65 fmax_ev_per_a=0.89 total_charge=-1 de_lowest_kcal_mol=10.5 total_energy_ev=-24928.29046
C -1.389 -3.318 0.646
S -2.207 -1.793 0.132
H -2.149 -4.098 0.794
H -0.875 -3.176 1.596
H -0.678 -3.663 -0.095
C 1.586 2.706 -0.339
C 0.466 1.714 -0.530
S 0.847 0.067 0.185
H 1.815 2.800 0.731
H 2.520 2.427 -0.828
H 1.303 3.713 -0.677
H 0.246 1.547 -1.590
H -0.451 2.101 -0.084
H -1.034 -1.027 0.060



10
Properties=species:S:1:pos:R:3 method="wB97M-V/def2-TZVPD" smiles=Clc1c[nH+]c(Cl)[nH]1 e_lumo_ev=-4.52 fmax_ev_per_a=6.52 total_charge=+1 de_lowest_kcal_mol=25.4 total_energy_ev=-31176.48719
C 0.663 -0.548 -0.120
C 1.123 0.743 0.014
C -1.259 0.652 0.051
N 0.015 1.613 0.101
N -0.762 -0.544 0.016
Cl 2.718 1.256 0.000
Cl -2.856 1.231 -0.009
H 1.003 -1.552 -0.283
H 0.162 2.535 -0.197
H -1.339 -1.390 0.102



19
Properties=species:S:1:pos:R:3 method="wB97M-V/def2-TZVPD" e_lumo_ev=0.93 fmax_ev_per_a=3.55 total_charge=0 de_lowest_kcal_mol=50.5 total_energy_ev=-10843.01933
C -0.141 1.720 -0.913
C -1.139 -0.378 2.213
C 0.641 -0.614 -2.141
N -0.840 0.059 0.864
C 0.152 -0.470 0.211
N 0.831 -1.610 0.559
O 0.214 2.621 0.071
N 0.584 0.153 -0.903
H -0.214 2.308 0.884
H 1.783 -1.628 0.217
H 0.747 -1.897 1.522
H -1.211 1.579 -1.049
H 0.304 2.082 -1.837
H -1.981 0.205 2.601
H -1.429 -1.437 2.252
H -0.302 -0.230 2.907
H 1.365 -1.438 -2.086
H 0.973 0.018 -2.970
H -0.335 -1.043 -2.404



62
Properties=species:S:1:pos:R:3 method="wB97M-V/def2-TZVPD" e_lumo_ev=-11.73 fmax_ev_per_a=6.18 total_charge=+2 de_lowest_kcal_mol=154.1 total_energy_ev=-41677.91464
In 4.446 -2.744 0.707
F -0.032 -1.161 0.716
C 1.482 2.810 -3.774
C 2.859 2.300 -4.173
O 3.349 1.267 -3.663
N 3.564 3.151 -4.949
C 4.959 2.963 -5.397
H 0.992 3.096 -4.705
H 1.538 3.693 -3.137
H 0.920 1.956 -3.393
H 3.115 4.012 -5.227
H 4.937 2.303 -6.265
H 5.556 2.700 -4.524
H 5.478 3.906 -5.564
C -4.736 0.632 0.991
C -5.401 -0.750 0.822
O -6.531 -0.749 0.432
N -4.679 -1.822 1.161
C -5.193 -3.160 1.048
H -5.382 1.440 1.334
H -4.336 0.966 0.034
H -3.851 0.475 1.608
H -3.671 -1.767 1.151
H -4.455 -3.834 0.613
H -6.054 -3.209 0.381
H -5.331 -3.529 2.064
C -0.366 -3.553 -6.212
C -0.425 -3.347 -4.714
O 0.636 -3.529 -4.031
N -1.491 -2.867 -4.225
C -2.749 -2.639 -4.890
H -1.298 -3.482 -6.773
H 0.135 -4.503 -6.400
H 0.347 -2.850 -6.641
H -1.239 -2.209 -3.501
H -2.573 -1.958 -5.723
H -3.449 -2.223 -4.165
H -3.067 -3.559 -5.379
C 5.583 4.840 1.288
C 4.370 3.973 1.771
O 4.368 2.813 1.514
N 3.462 4.596 2.556
C 2.328 4.073 3.130
H 6.025 4.470 0.363
H 6.322 4.914 2.085
H 5.220 5.851 1.100
H 3.558 5.583 2.752
H 1.980 3.261 2.493
H 1.725 4.967 2.966
H 2.396 3.819 4.188
C -0.348 -3.486 7.494
C -0.259 -2.647 6.180
O 0.772 -2.574 5.574
N -1.313 -2.041 5.701
C -2.693 -2.051 6.152
H -0.306 -4.566 7.353
H -1.234 -3.100 7.998
H 0.483 -3.178 8.128
H -1.057 -1.664 4.800
H -2.875 -1.661 7.153
H -3.221 -3.004 6.121
H -3.288 -1.410 5.502



19
Properties=species:S:1:pos:R:3 method="wB97M-V/def2-TZVPD" e_lumo_ev="-5.72 / -4.17" fmax_ev_per_a=3.26 total_charge=+1 de_lowest_kcal_mol=76.1 total_energy_ev=-27493.68211
C 0.920 1.892 0.261
C 1.229 -0.087 -1.090
C 0.533 -0.234 1.403
C 0.480 0.425 0.134
N -1.098 0.587 -0.202
S -2.745 -3.251 0.115
S -1.293 -2.402 -0.811
H 0.420 2.541 0.988
H 0.665 2.372 -0.690
H 2.006 1.970 0.601
H 1.308 0.712 -1.812
H 0.542 -0.870 -1.477
H 2.182 -0.463 -0.733
H 1.435 -0.382 2.006
H -0.250 0.013 2.089
H -1.549 1.124 0.606
H -1.315 -0.480 -0.366
H -1.166 1.070 -1.065
H -2.305 -4.538 0.043



12
Properties=species:S:1:pos:R:3 method="wB97M-V/def2-TZVPD" e_lumo_ev=0.52 fmax_ev_per_a=14.35 total_charge=0 de_lowest_kcal_mol=60.1 total_energy_ev=-8234.09207
C -0.235 1.754 0.734
C -0.455 0.306 0.358
C 0.575 -1.581 -0.896
H -0.312 2.247 0.017
H 0.943 1.925 1.280
H -1.174 2.132 1.214
H 1.235 0.365 -0.821
H 1.436 -1.740 -1.546
H -0.947 -2.259 -0.026
N 0.516 -0.246 -0.466
N -0.191 -2.560 -0.621
O -1.393 -0.343 0.775